This record from OMol25 describes a 12-piece molecular cluster, C31H62Br25N2O2S overall. The level of theory is ωB97M-V/def2-TZVPD.

Last column: Löwdin charge in e.
Element x y z (Å)
N -4.173 1.210 4.587  0.109
C -2.999 2.019 4.697  -0.477
O -2.944 2.969 5.429  0.126
C -1.785 1.601 3.867  -0.146
C -1.784 2.295 2.496  -0.146
N -1.297 1.322 1.456  -0.122
C 0.153 1.523 1.076  -0.068
C 0.415 1.488 -0.420  -0.194
O -0.230 0.427 -1.099  -0.128
C -1.532 0.127 -0.675  -0.298
C -2.175 1.154 0.240  -1.044
S -3.723 0.354 0.815  0.824
Br -2.615 2.815 -0.613  0.886
H -3.963 0.283 4.963  -0.036
H -4.409 1.067 3.610  0.048
H -0.884 1.820 4.432  0.018
H -1.850 0.521 3.720  0.016
H -1.152 3.179 2.573  0.060
H -2.787 2.648 2.278  0.104
H -1.322 0.405 1.922  0.053
H 0.739 0.744 1.557  0.093
H 0.513 2.470 1.461  0.102
H 0.199 2.439 -0.898  0.036
H 1.485 1.333 -0.544  0.146
H -2.195 -0.014 -1.525  0.134
H -1.520 -0.827 -0.124  0.063
H -4.554 1.376 0.601  -0.118
Br -0.040 -1.174 3.414  0.801
C 0.377 -2.922 2.647  -0.599
C -0.154 -3.040 1.244  -0.766
Br -2.082 -3.274 1.203  0.654
H -0.033 -3.655 3.334  0.008
H 1.462 -2.999 2.642  0.077
H 0.264 -3.921 0.765  -0.059
H 0.060 -2.165 0.637  -0.008
Br 0.877 2.387 6.274  0.659
C 0.498 2.966 8.099  -0.698
C -0.514 4.079 8.112  -0.692
Br 0.264 5.776 7.563  0.596
H 1.447 3.248 8.539  0.001
H 0.110 2.089 8.609  0.042
H -0.883 4.240 9.122  0.054
H -1.348 3.888 7.443  0.034
Br 1.703 -1.026 -4.401  0.642
C 0.406 -2.427 -4.005  -0.715
C 0.041 -2.473 -2.547  -0.659
Br 1.420 -3.291 -1.443  0.734
H 0.828 -3.357 -4.367  0.017
H -0.470 -2.176 -4.594  -0.011
H -0.842 -3.094 -2.406  0.052
H -0.128 -1.483 -2.139  0.015
Br -1.022 -5.688 -4.468  0.666
C -2.488 -5.721 -5.749  -0.676
C -2.222 -4.805 -6.914  -0.665
Br -2.479 -2.935 -6.442  0.632
H -3.388 -5.455 -5.204  0.051
H -2.557 -6.753 -6.084  0.061
H -2.927 -4.997 -7.719  0.063
H -1.208 -4.897 -7.288  0.055
Br 3.901 3.166 -3.881  0.524
C 5.468 2.627 -4.929  -0.736
C 5.871 1.195 -4.688  -0.739
Br 6.710 0.975 -2.945  0.612
H 6.256 3.303 -4.608  0.049
H 5.233 2.818 -5.969  0.008
H 6.623 0.900 -5.415  0.017
H 5.055 0.483 -4.716  -0.004
Br 1.535 1.284 11.471  0.623
C 3.046 2.463 11.811  -0.687
C 2.605 3.805 12.330  -0.681
Br 1.861 4.914 10.918  0.656
H 3.596 2.540 10.879  0.051
H 3.653 1.950 12.552  0.059
H 3.458 4.358 12.717  0.061
H 1.844 3.725 13.099  0.052
Br -7.025 -0.885 6.449  0.633
C -6.390 -2.654 5.972  -0.702
C -5.086 -2.979 6.650  -0.666
Br -3.592 -2.040 5.822  0.664
H -6.311 -2.679 4.891  0.048
H -7.163 -3.347 6.298  0.061
H -4.854 -4.037 6.546  0.059
H -5.077 -2.706 7.699  0.055
Br -0.563 -6.657 0.989  0.647
C -1.626 -7.459 2.406  -0.667
C -1.828 -6.507 3.555  -0.692
Br -0.230 -6.317 4.646  0.639
H -1.117 -8.372 2.694  0.054
H -2.585 -7.703 1.953  0.063
H -2.597 -6.883 4.226  0.060
H -2.093 -5.510 3.219  0.003
Br 6.972 1.673 -9.336  0.599
C 8.512 0.771 -8.566  -0.695
C 8.389 -0.726 -8.664  -0.689
Br 7.136 -1.446 -7.363  0.626
H 8.601 1.117 -7.542  0.045
H 9.369 1.114 -9.141  0.059
H 9.341 -1.200 -8.440  0.058
H 8.041 -1.048 -9.640  0.051
Br -0.382 5.583 1.547  0.675
C 1.530 5.231 1.431  -0.681
C 2.171 5.839 0.214  -0.646
Br 1.688 4.763 -1.327  0.670
H 1.651 4.154 1.426  0.021
H 1.948 5.636 2.350  0.067
H 3.253 5.783 0.303  0.070
H 1.876 6.863 0.011  0.062
Br 3.117 1.659 -9.806  0.612
C 1.839 0.771 -8.645  -0.685
C 1.600 1.575 -7.395  -0.637
Br 3.090 1.460 -6.150  0.670
H 2.239 -0.216 -8.436  0.053
H 0.923 0.678 -9.223  0.059
H 0.736 1.187 -6.857  0.047
H 1.458 2.631 -7.597  0.056
Br -5.494 -1.416 -8.559  0.607
C -5.815 -0.582 -6.836  -0.703
C -5.168 0.774 -6.740  -0.686
Br -3.244 0.641 -6.476  0.576
H -5.450 -1.271 -6.080  0.037
H -6.896 -0.488 -6.756  0.059
H -5.541 1.314 -5.873  0.056
H -5.320 1.371 -7.633  0.052

Total charge: +1
Molecular weight: 2524.516 g mol⁻¹
Total energy: -1802119.722 eV

***

This record from OMol25 describes a 7-piece molecular cluster, C31H62F3O22S2 overall. The level of theory is ωB97M-V/def2-TZVPD.

Last column: Löwdin charge in e.
Element x y z (Å)
C 4.362 0.672 -0.721  -0.063
C 3.711 2.013 -0.370  -0.274
O 2.453 2.051 -1.006  -0.139
C 1.918 3.350 -1.116  -0.197
C 1.039 3.490 -2.334  -0.168
O -0.284 3.039 -2.056  -0.131
C -1.282 3.630 -2.844  -0.184
C -2.244 2.535 -3.302  -0.121
O -3.393 2.410 -2.449  -0.189
C -4.546 3.018 -2.916  -0.329
S -5.911 1.861 -2.496  1.245
C -7.298 2.736 -1.717  -0.309
C -6.907 3.857 -0.749  -0.269
C -6.794 3.421 0.749  -0.489
S -5.135 3.867 1.403  0.751
C -5.199 0.753 -1.228  -0.230
C -6.233 -0.271 -0.750  -0.286
O -6.519 -0.138 0.621  0.022
C -5.765 -1.731 -1.002  -0.649
F -6.253 -2.493 -0.045  0.151
F -6.254 -2.203 -2.117  0.201
F -4.462 -1.868 -0.951  0.194
H 4.022 -0.127 -0.068  0.066
H 4.137 0.432 -1.757  0.076
H 5.446 0.752 -0.654  0.073
H 3.646 2.060 0.723  0.121
H 4.386 2.798 -0.725  0.113
H 1.325 3.567 -0.217  0.135
H 2.701 4.113 -1.171  0.120
H 1.452 2.906 -3.160  0.139
H 1.044 4.555 -2.583  0.126
H -0.836 4.097 -3.728  0.130
H -1.822 4.418 -2.304  0.120
H -2.488 2.604 -4.364  0.132
H -1.687 1.607 -3.185  0.140
H -4.653 4.011 -2.465  0.100
H -4.577 3.152 -3.998  0.115
H -8.000 3.043 -2.485  0.103
H -7.832 1.979 -1.139  0.095
H -6.005 4.392 -1.026  0.057
H -7.712 4.590 -0.792  0.121
H -7.474 4.038 1.321  0.072
H -7.015 2.368 0.890  0.051
H -4.285 2.924 0.941  -0.156
H -4.734 1.316 -0.424  0.087
H -4.390 0.254 -1.753  0.107
H -7.181 -0.157 -1.280  0.146
H -5.893 0.473 1.029  0.098
C 3.881 8.846 -2.184  -0.043
O 5.252 8.666 -1.833  0.009
C 5.585 7.411 -1.528  -0.619
O 4.841 6.461 -1.528  0.105
O 6.881 7.389 -1.224  0.011
C 7.385 6.099 -0.873  -0.037
H 3.746 9.901 -2.406  0.095
H 3.630 8.263 -3.069  0.095
H 3.232 8.575 -1.352  0.096
H 7.277 5.404 -1.704  0.097
H 6.879 5.716 0.012  0.097
H 8.442 6.221 -0.650  0.095
C 0.445 -2.126 0.476  -0.029
O 1.807 -2.349 0.840  0.011
C 2.092 -3.614 1.150  -0.587
O 1.307 -4.532 1.142  0.082
O 3.383 -3.683 1.465  0.021
C 3.837 -4.992 1.822  -0.023
H 0.348 -1.066 0.250  0.091
H 0.184 -2.702 -0.410  0.101
H -0.220 -2.374 1.302  0.090
H 3.708 -5.682 0.989  0.103
H 3.309 -5.352 2.702  0.088
H 4.897 -4.919 2.054  0.096
C 10.535 -6.136 1.400  -0.039
O 10.331 -5.955 2.802  0.008
C 9.061 -5.753 3.152  -0.620
O 8.118 -5.715 2.402  0.113
O 9.015 -5.602 4.477  0.007
C 7.706 -5.377 5.000  -0.042
H 11.600 -6.290 1.251  0.094
H 9.998 -7.014 1.043  0.098
H 10.224 -5.251 0.848  0.097
H 7.056 -6.224 4.787  0.097
H 7.281 -4.460 4.593  0.095
H 7.808 -5.271 6.076  0.094
C -5.942 9.371 -3.404  -0.029
O -5.580 8.053 -2.971  -0.004
C -4.614 8.025 -2.053  -0.617
O -4.049 8.973 -1.583  0.147
O -4.378 6.740 -1.742  -0.031
C -3.356 6.550 -0.758  -0.053
H -6.730 9.258 -4.143  0.095
H -6.320 9.959 -2.570  0.101
H -5.092 9.869 -3.866  0.101
H -3.631 7.021 0.183  0.102
H -2.399 6.933 -1.112  0.102
H -3.268 5.477 -0.599  0.058
C -5.142 -3.548 2.140  -0.044
O -3.719 -3.422 2.214  0.000
C -3.068 -4.577 2.399  -0.613
O -3.575 -5.662 2.502  0.137
O -1.762 -4.310 2.443  0.002
C -0.930 -5.458 2.635  -0.056
H -5.539 -2.554 1.995  0.073
H -5.428 -4.175 1.302  0.094
H -5.543 -3.951 3.070  0.106
H -1.050 -6.161 1.812  0.102
H -1.155 -5.942 3.584  0.107
H 0.098 -5.107 2.652  0.067
C 1.945 -12.148 1.806  -0.041
O 1.981 -10.860 1.190  0.003
C 1.745 -9.845 2.024  -0.616
O 1.515 -9.938 3.203  0.126
O 1.808 -8.710 1.325  0.017
C 1.573 -7.529 2.097  -0.044
H 2.151 -12.878 1.028  0.093
H 2.710 -12.227 2.577  0.098
H 0.961 -12.346 2.226  0.098
H 2.323 -7.429 2.880  0.100
H 0.573 -7.545 2.529  0.086
H 1.651 -6.675 1.433  0.062

Total charge: +1
Molecular weight: 907.943 g mol⁻¹
Total energy: -108011.319 eV

***

This record from OMol25 describes a 6-piece molecular cluster, C31H62O11P2 overall. The level of theory is ωB97M-V/def2-TZVPD.

Last column: Löwdin charge in e.
Element x y z (Å)
C -1.079 -3.966 2.978  -0.056
C -1.000 -5.149 2.031  -0.264
O 0.262 -5.307 1.354  -0.198
P 0.230 -4.939 -0.201  0.494
O -0.964 -5.437 -0.907  -0.256
C 0.388 -3.139 -0.349  -0.191
C -0.883 -2.503 -0.912  -0.141
C -0.961 -0.999 -0.732  -0.389
C -2.464 -0.558 -0.861  -0.298
C -3.218 -0.715 0.476  -0.013
C -3.199 -1.268 -1.995  -0.205
C -4.535 -0.555 -2.347  -0.087
O -0.526 -0.549 0.568  0.067
C -0.205 0.764 0.459  -0.549
O 0.007 1.531 1.387  0.118
O -0.127 1.122 -0.838  0.015
C -0.165 -0.094 -1.672  -0.313
P 1.598 -0.479 -2.103  0.984
C 2.111 1.074 -2.913  -0.286
C 2.553 -0.544 -0.525  -0.385
C 3.086 0.794 0.033  -0.129
O 1.598 -5.459 -0.831  -0.191
C 2.110 -6.759 -0.468  -0.255
C 1.095 -7.876 -0.394  -0.088
H -1.193 -3.037 2.427  0.063
H -0.207 -3.937 3.624  0.081
H -1.974 -4.134 3.571  0.045
H -1.819 -5.076 1.324  0.105
H -1.170 -6.062 2.597  0.119
H 1.266 -2.935 -0.954  0.058
H 0.575 -2.707 0.630  0.089
H -1.018 -2.777 -1.950  0.130
H -1.709 -2.945 -0.361  0.108
H -2.485 0.505 -1.103  0.141
H -4.280 -0.740 0.266  0.077
H -2.917 -1.637 0.960  0.077
H -2.995 0.130 1.115  0.081
H -2.583 -1.259 -2.891  0.108
H -3.433 -2.290 -1.714  0.112
H -5.344 -1.277 -2.310  0.073
H -4.488 -0.202 -3.369  0.057
H -4.721 0.269 -1.671  0.064
H -0.740 0.175 -2.549  0.130
H 1.585 1.162 -3.856  0.039
H 1.866 1.931 -2.291  0.033
H 3.183 1.079 -3.064  0.024
H 3.390 -1.204 -0.727  0.066
H 1.951 -1.024 0.234  0.048
H 2.617 1.661 -0.413  0.049
H 4.161 0.868 -0.089  0.067
H 2.888 0.852 1.100  0.068
H 2.817 -7.009 -1.254  0.114
H 2.676 -6.684 0.456  0.115
H 0.477 -7.928 -1.283  0.082
H 0.457 -7.827 0.481  0.067
H 1.651 -8.810 -0.336  0.079
C 6.668 4.459 -3.692  -0.038
C 5.642 3.375 -3.903  -0.496
O 4.675 3.264 -3.185  0.062
C 5.876 2.427 -5.057  -0.022
H 6.388 5.067 -2.840  0.070
H 7.647 4.018 -3.506  0.085
H 6.730 5.094 -4.576  0.090
H 6.824 1.905 -4.925  0.085
H 5.906 2.982 -5.996  0.084
H 5.070 1.698 -5.101  0.074
C -5.949 -3.134 5.381  -0.021
C -4.642 -3.848 5.167  -0.496
O -4.135 -3.926 4.072  0.059
C -3.994 -4.468 6.382  -0.019
H -6.308 -2.741 4.432  0.082
H -6.690 -3.828 5.782  0.086
H -5.821 -2.309 6.080  0.087
H -4.661 -5.210 6.822  0.086
H -3.783 -3.698 7.125  0.088
H -3.064 -4.951 6.094  0.078
C -0.490 3.256 5.766  -0.026
C -1.603 2.240 5.661  -0.508
O -2.477 2.179 6.492  0.060
C -1.556 1.318 4.467  -0.025
H -0.632 3.858 6.660  0.078
H 0.474 2.749 5.824  0.084
H -0.494 3.906 4.890  0.085
H -0.629 0.743 4.477  0.088
H -1.594 1.901 3.547  0.074
H -2.399 0.631 4.491  0.078
C -6.887 3.956 -3.752  -0.024
C -6.801 2.481 -3.439  -0.501
O -5.971 1.771 -3.951  0.066
C -7.803 1.935 -2.449  -0.021
H -6.116 4.219 -4.471  0.080
H -7.865 4.192 -4.173  0.084
H -6.743 4.541 -2.843  0.085
H -8.818 2.091 -2.818  0.084
H -7.695 2.441 -1.489  0.086
H -7.633 0.870 -2.312  0.076
C 7.672 8.347 -1.606  -0.020
C 8.673 7.229 -1.769  -0.495
O 8.590 6.434 -2.674  0.058
C 9.781 7.152 -0.746  -0.022
H 6.932 8.291 -2.400  0.081
H 7.169 8.262 -0.642  0.086
H 8.178 9.313 -1.656  0.085
H 9.360 7.020 0.252  0.086
H 10.370 8.070 -0.762  0.085
H 10.428 6.309 -0.974  0.081

Structure (SMILES): CCOP(=O)(CC[C@@]1([C@H](C)CC)OC(=O)O[C@H]1P(C)CC)OCC.CC(C)=O.CC(C)=O.CC(C)=O.CC(C)=O.CC(C)=O
Molecular weight: 672.774 g mol⁻¹
Total energy: -74255.117 eV

***

This record from OMol25 describes C31H64AsN3O2OsP2Si3 as an isolated structure. The level of theory is ωB97M-V/def2-TZVPD.

Last column: Löwdin charge in e.
Element x y z (Å)
Os -0.493 0.425 -0.046  1.123
C 2.132 -1.783 1.324  -0.220
P 1.637 -0.028 1.322  0.954
C 1.011 0.190 3.041  -0.403
N 1.856 0.583 3.952  0.155
C 1.415 0.701 5.228  -0.182
C 2.302 1.133 6.240  0.007
C 1.848 1.237 7.522  -0.032
C 0.504 0.925 7.849  -0.033
C -0.373 0.513 6.889  0.008
C 0.074 0.397 5.553  -0.183
N -0.789 0.008 4.585  0.148
C -0.340 -0.097 3.364  -0.406
P -1.591 -0.527 2.087  0.958
C -3.016 0.419 2.682  -0.204
C -2.068 -2.313 2.322  -0.695
C -3.057 -2.700 1.220  -0.080
C -0.835 -3.205 2.222  -0.084
C -2.732 -2.484 3.694  -0.070
C 3.278 0.851 1.158  -0.668
C 3.639 0.738 -0.327  -0.114
C 4.356 0.129 1.981  -0.072
C 3.216 2.327 1.558  -0.068
H 2.480 -2.036 2.326  0.076
H 2.952 -1.925 0.626  0.028
H 1.313 -2.443 1.051  0.007
H 3.322 1.365 5.973  0.122
H 2.518 1.563 8.306  0.120
H 0.177 1.017 8.874  0.120
H -1.402 0.273 7.116  0.123
H -3.081 0.238 3.754  0.057
H -3.932 0.094 2.193  0.059
H -2.857 1.479 2.510  0.032
H -2.581 -2.695 0.242  0.047
H -3.934 -2.053 1.192  0.086
H -3.409 -3.715 1.412  0.107
H -0.411 -3.182 1.218  0.045
H -1.135 -4.235 2.418  0.106
H -0.067 -2.942 2.950  0.086
H -3.715 -2.019 3.730  0.087
H -2.129 -2.089 4.509  0.074
H -2.871 -3.553 3.863  0.101
H 3.936 -0.277 -0.603  0.068
H 4.485 1.396 -0.533  0.112
H 2.811 1.054 -0.968  0.027
H 4.514 -0.896 1.649  0.074
H 4.146 0.139 3.044  0.074
H 5.292 0.664 1.813  0.103
H 2.643 2.917 0.853  0.059
H 4.239 2.708 1.545  0.100
H 2.824 2.475 2.563  0.078
O 0.529 2.556 -0.281  -0.237
N 0.144 3.023 0.803  -0.127
O -0.501 2.187 1.475  -0.243
C 2.699 -2.682 -2.065  -0.198
Si 2.223 -1.332 -3.267  0.368
C 1.679 -2.109 -4.868  -0.190
C 3.642 -0.190 -3.650  -0.187
As 0.255 -0.076 -2.406  0.764
Si -1.481 -1.742 -2.952  0.352
C -1.780 -1.949 -4.787  -0.182
C -0.818 -3.277 -2.118  -0.208
C -3.131 -1.285 -2.217  -0.217
Si 0.404 1.941 -3.849  0.384
C 1.877 2.892 -3.215  -0.196
C 0.631 1.207 -5.554  -0.199
C -1.085 3.055 -3.865  -0.191
H 3.740 -2.562 -1.760  0.045
H 2.612 -3.650 -2.556  0.048
H 2.077 -2.716 -1.180  -0.012
H 2.506 -2.757 -5.172  0.060
H 1.519 -1.387 -5.664  0.028
H 0.799 -2.737 -4.785  0.006
H 4.351 -0.819 -4.198  0.059
H 4.160 0.202 -2.779  0.015
H 3.381 0.637 -4.305  0.021
H -1.325 -2.855 -5.182  0.038
H -1.449 -1.112 -5.395  0.017
H -2.858 -2.040 -4.925  0.047
H 0.032 -3.714 -2.638  0.025
H -1.608 -4.031 -2.090  0.054
H -0.514 -3.075 -1.089  -0.001
H -3.642 -0.552 -2.836  0.033
H -3.121 -0.920 -1.193  -0.006
H -3.730 -2.199 -2.240  0.060
H 2.640 2.288 -2.737  -0.001
H 1.534 3.637 -2.497  0.034
H 2.348 3.416 -4.049  0.056
H 1.670 0.975 -5.780  0.030
H 0.296 1.940 -6.290  0.052
H 0.040 0.308 -5.703  0.000
H -1.201 3.628 -2.950  0.028
H -2.023 2.566 -4.118  0.042
H -0.865 3.770 -4.664  0.056
C -3.354 3.147 0.602  -0.078
C -3.383 1.911 -0.294  -0.475
C -4.415 2.168 -1.401  -0.056
C -2.025 1.629 -0.963  -0.328
H -4.332 3.307 1.054  0.096
H -3.128 4.029 0.001  0.097
H -2.616 3.101 1.397  0.042
H -3.722 1.044 0.275  0.088
H -4.122 3.035 -1.997  0.091
H -5.388 2.388 -0.961  0.094
H -4.539 1.322 -2.071  0.061
H -1.544 2.578 -1.175  0.032
H -2.190 1.125 -1.918  -0.005

Total charge: +2
Energy above the lowest of the compared OMol25 structures with the same formula, charge and spin: 0.0000 eV
Molecular weight: 922.230 g mol⁻¹
Total energy: -147253.456 eV
<S²>: 6.02
2S+1: 5